[1]
122
Properties=species:S:1:pos:R:3:forces:R:3 method="wB97M-V/def2-TZVPD" orbital_gap_ev=7.517
Cd 0.7106 1.2517 0.8193 -0.30 -0.33 0.39
C 1.7413 -0.1791 -3.2974 -0.09 0.29 1.41
As 0.6294 0.7815 -1.9767 -0.75 -0.09 -0.50
C -1.0892 -0.1330 -2.4262 0.26 2.09 -0.88
C 0.6259 2.5146 -2.9950 0.11 -0.18 0.67
C -0.3290 3.7205 -2.6349 -0.99 -1.88 -0.41
C -0.3120 4.5680 -3.8908 -0.07 0.95 0.19
C 0.1305 4.4918 -1.4181 -0.72 0.41 -0.36
As -0.0988 3.7751 0.3582 -1.29 -1.65 -0.20
C 0.8443 5.0233 1.4047 1.10 -0.69 1.49
C -1.9460 4.1361 0.9513 1.42 0.35 0.69
C -1.7619 3.1213 -2.4953 -0.16 -0.42 0.27
As -3.5307 4.0836 -2.3961 0.29 -0.55 0.43
C -3.9549 3.9159 -4.2865 0.68 1.50 -0.53
C -3.1780 5.9981 -2.1248 -0.31 0.38 -1.31
H 2.6926 0.3347 -3.3955 -0.09 0.12 -0.61
H 1.1305 -0.3649 -4.1588 0.07 0.37 -0.78
H 1.9552 -1.1393 -2.8745 0.15 -0.67 0.37
H -1.5637 0.2613 -3.3805 0.74 -0.85 1.02
H -1.7489 0.0481 -1.6101 -0.72 0.44 0.66
H -0.8916 -1.1750 -2.3581 0.25 -0.80 -0.66
H 0.3411 2.1213 -3.9740 0.21 0.39 -0.17
H 1.7059 2.8241 -2.9967 -0.93 -0.14 -0.19
H 0.6928 5.0151 -3.9978 -0.47 -0.09 -0.35
H -1.0919 5.3599 -3.8820 0.66 -0.35 0.12
H -0.5592 3.9009 -4.7090 0.22 0.15 -0.42
H -0.3584 5.4690 -1.4110 0.16 0.15 -0.06
H 1.1833 4.6130 -1.5576 0.89 0.47 0.21
H 0.3275 5.9700 1.5489 0.02 -0.08 0.16
H 1.7881 5.1752 0.8697 -0.07 0.25 0.38
H 1.0427 4.4321 2.3759 -0.29 1.39 -1.28
H -2.0732 5.2061 0.8410 -0.50 0.17 -0.34
H -1.8422 3.9918 2.0307 -0.21 -0.24 -0.06
H -2.7362 3.5127 0.5721 -0.15 -0.09 -0.34
H -1.8520 2.5100 -1.5857 0.42 -0.01 -0.06
H -1.9187 2.3880 -3.3183 0.02 0.57 0.36
H -4.2173 2.9053 -4.4803 -0.54 -0.87 -0.06
H -3.0979 4.1364 -4.9374 -0.12 0.11 0.22
H -4.7563 4.6077 -4.5612 -0.07 -0.30 0.03
H -2.7383 6.1228 -1.1420 -0.05 0.14 0.09
H -4.1970 6.4665 -2.1665 1.02 -0.22 0.14
H -2.5223 6.4464 -2.9104 -0.58 -0.19 0.72
C -1.5073 -5.6936 -3.5179 0.71 0.09 0.71
C -1.7587 -4.1898 -3.3877 -1.09 -0.14 0.34
S -1.1288 -3.4524 -1.8477 -0.37 -0.82 -0.13
C -2.6491 -3.0134 -0.9610 0.27 -0.56 -0.24
C -3.4391 -4.1463 -0.2660 -0.46 0.65 -0.44
S -2.5481 -5.0250 1.0075 0.31 -0.30 0.25
C -2.2888 -6.7210 0.4020 -0.83 0.44 -1.34
C -1.5749 -6.9254 -0.9494 1.03 -0.31 0.17
S -2.5976 -6.6967 -2.4396 0.35 0.05 -0.13
H -0.4064 -5.8741 -3.2996 -1.36 -0.13 -0.27
H -1.7355 -6.0319 -4.5292 0.12 0.05 -0.02
H -2.8581 -3.9392 -3.4451 1.12 -0.32 -0.06
H -1.2497 -3.6992 -4.1957 0.21 0.38 -0.52
H -3.3426 -2.4792 -1.6438 0.51 0.01 0.45
H -2.1737 -2.3536 -0.2361 -0.74 0.26 0.25
H -3.8014 -4.8937 -0.9731 0.01 0.27 -0.10
H -4.3244 -3.6557 0.1844 0.39 -0.32 -0.02
H -3.2369 -7.2863 0.3929 0.23 0.31 -0.03
H -1.7062 -7.1445 1.1873 0.61 -0.39 0.58
H -1.2159 -7.9702 -0.9694 -0.22 0.30 0.03
H -0.6578 -6.3110 -1.0954 -0.77 -0.16 0.43
O -0.1706 2.5925 3.5502 -0.71 -0.37 0.30
H -1.1206 2.3507 3.6906 0.46 0.12 -0.31
H 0.2298 2.0148 4.2171 0.11 0.12 -0.17
C -0.2071 -3.6826 3.1743 -0.50 -0.10 -1.39
C -1.4047 -2.7772 3.2536 -1.46 -0.04 0.69
O -1.3619 -1.7116 2.3256 0.86 0.76 -0.42
P -2.2154 -0.3489 2.1638 -0.87 -2.22 1.32
O -1.4157 0.4921 1.2566 1.37 1.56 -1.19
Te -3.0838 0.4727 4.2067 0.32 0.20 -0.11
O -3.4175 -0.9964 1.3280 -0.78 0.09 0.01
C -4.6807 -0.3442 1.0616 0.98 -0.36 -0.91
C -4.5735 0.4427 -0.2698 0.39 0.00 1.88
H -0.2477 -4.3052 4.0251 -0.18 -1.06 0.99
H 0.7128 -3.1592 3.2767 0.86 0.61 -0.29
H -0.2451 -4.3196 2.2475 0.25 0.79 0.86
H -1.6289 -2.4076 4.2750 0.55 0.14 -0.39
H -2.2774 -3.3799 3.0119 -0.21 -0.09 -0.03
H -5.0354 0.1756 1.9483 0.32 0.64 -0.09
H -5.3724 -1.1609 0.9548 -0.37 -0.44 -0.28
H -3.7821 1.2085 -0.2242 -0.25 -0.37 -0.10
H -5.5067 0.9095 -0.4061 -1.22 1.00 -0.24
H -4.4710 -0.2077 -1.1109 0.54 -0.58 -0.45
C 2.9833 2.1545 4.5148 -1.47 -0.67 -0.21
Si 2.7405 0.3890 3.8865 0.54 -0.24 0.65
C 4.1710 -0.5107 4.7292 1.99 0.32 -2.30
C 1.1698 -0.4669 4.4864 0.96 -2.69 -0.38
As 2.8444 0.0278 1.5715 0.12 0.34 0.21
Si 4.3855 1.6277 0.6961 -0.93 0.32 0.76
C 5.5328 0.6540 -0.3201 0.32 -1.26 -0.63
C 3.3666 2.8002 -0.4009 0.90 0.57 -0.96
C 5.5790 2.5949 1.8119 -0.57 -2.21 1.19
H 3.0720 2.1440 5.5910 0.12 -0.02 0.41
H 2.0984 2.7324 4.2632 0.06 0.40 -0.03
H 3.8358 2.6162 4.0845 0.82 0.38 -0.36
H 4.2311 -0.4779 5.7848 -0.42 -0.16 1.23
H 5.1542 -0.0112 4.4169 -1.19 -0.33 0.20
H 4.3261 -1.5280 4.3361 -0.34 0.08 0.40
H 1.4379 -1.4886 4.9494 0.08 1.55 -0.28
H 0.5265 -0.8454 3.7034 -0.14 0.39 -0.73
H 0.4978 -0.0342 5.1603 -0.82 1.08 1.28
H 5.0847 -0.0478 -1.0354 -0.10 0.24 0.11
H 6.1653 0.0366 0.3293 -0.01 0.17 -0.02
H 6.1626 1.3298 -0.8672 0.56 0.32 -0.40
H 2.7636 2.1882 -1.1070 0.05 0.48 0.69
H 4.0313 3.4084 -1.0828 -0.39 -0.48 0.69
H 2.7818 3.5386 0.1802 0.09 -0.67 -0.35
H 6.0531 1.7977 2.5171 -0.33 1.45 -1.38
H 5.0626 3.2709 2.4732 -0.01 0.56 0.05
H 6.2651 3.0863 1.1384 0.51 0.17 0.18
N 2.8103 -4.0261 1.1701 -0.65 -1.53 0.52
C 3.8639 -4.3506 0.1979 0.01 1.24 1.47
C 3.3325 -4.7535 -1.1385 -0.57 -0.11 -1.57
O 4.0070 -5.1184 -2.0674 0.55 -0.04 0.47
O 2.0149 -4.6339 -1.3350 -0.83 0.34 1.32
H 2.7525 -3.0829 1.5388 0.40 -0.18 -0.20
H 2.6130 -4.7394 1.9004 0.39 0.95 -0.93
H 1.5832 -4.3392 -0.4778 0.69 -0.24 -0.80
H 4.5907 -5.1061 0.5203 -0.22 0.15 0.06
H 4.4097 -3.4005 0.0836 0.16 -0.46 -0.41


[2]
17
Properties=species:S:1:pos:R:3:forces:R:3 method="wB97M-V/def2-TZVPD" smiles="C=C[C@@H](O)[C@@H](C)O" orbital_gap_ev=8.579
C -2.1066 -0.5427 0.4320 -0.01 -0.02 -0.06
C -1.1334 0.1916 -0.4870 0.01 -0.32 -0.23
O -1.1675 1.5639 -0.1273 0.19 0.15 -0.20
C 0.2791 -0.3603 -0.2935 -0.09 -0.22 0.21
C 1.5374 0.3651 -0.7585 0.47 -1.08 -0.23
C 2.4233 -0.1657 0.1617 1.10 0.18 -0.94
O 0.5841 -0.1699 1.1307 -1.35 0.31 0.38
H -3.1061 -0.1055 0.3565 0.14 -0.03 -0.08
H -2.1657 -1.6029 0.1624 -0.01 0.15 -0.01
H -1.7720 -0.4677 1.4711 -0.04 0.02 -0.24
H -1.4352 0.0535 -1.5352 0.00 0.10 0.02
H -0.3461 1.9578 -0.4535 -0.19 0.15 -0.06
H 0.3131 -1.4355 -0.5142 -0.12 0.02 0.23
H 1.7796 0.8336 -1.6987 -0.19 0.87 0.30
H 0.7869 0.7899 1.0179 -0.37 -0.65 1.25
H 3.1705 0.3300 0.7739 0.87 0.16 -1.06
H 2.3586 -1.2352 0.3615 -0.40 0.22 0.73


[3]
94
Properties=species:S:1:pos:R:3:forces:R:3 method="wB97M-V/def2-TZVPD" orbital_gap_ev="5.654 / 6.449" total_charge=+1 spin_multiplicity=3
C -1.6832 -1.4992 -2.6164 0.75 -0.53 -0.26
C 0.6841 -1.5574 -2.6840 -1.32 -1.00 0.26
C -1.7072 -2.1302 -3.8653 0.23 -0.14 0.03
C 0.6808 -2.3642 -3.8426 0.06 0.31 0.53
C -0.5348 -2.6286 -4.4567 -0.70 0.18 0.86
H -2.6742 -2.2630 -4.3044 -0.25 0.05 -0.55
H 1.5998 -2.7809 -4.2669 -0.16 0.69 0.04
H -0.5422 -3.1460 -5.4085 -0.21 -0.10 0.14
N -0.5110 -1.4494 -1.9522 2.01 2.04 -1.25
P -2.7680 -0.3973 -0.2298 -0.22 -0.61 -0.59
P 2.5148 -0.4172 -0.6476 0.20 -0.33 1.43
C -2.8723 -0.7230 -2.0678 -0.18 -0.16 0.00
H -2.9136 0.2645 -2.5795 0.33 -0.56 0.27
H -3.8170 -1.2067 -2.3413 0.32 0.06 0.05
C 1.8572 -0.6158 -2.4243 -1.52 -1.39 2.36
H 2.7036 -0.9613 -3.0074 -0.42 0.52 -0.74
C 4.0633 0.6749 -1.1147 -0.11 0.52 0.17
C 3.0318 -1.7947 0.7864 -0.64 0.03 -1.51
C -3.3389 1.3460 -0.0227 -1.18 0.90 0.27
C -3.9889 -1.6828 0.4766 -0.73 0.28 0.01
C 3.5063 2.0553 -0.6374 0.29 0.72 0.17
H 3.0872 1.9689 0.4157 0.45 0.16 -1.26
H 4.3567 2.8058 -0.6035 -1.05 -0.66 -0.21
H 2.6974 2.4076 -1.3197 0.67 -0.05 0.73
C 5.4458 0.5486 -0.4271 0.47 0.13 0.14
H 5.3857 0.5297 0.6842 0.21 -0.19 -0.88
H 6.0756 -0.2796 -0.8365 -0.61 0.51 0.55
H 5.9938 1.5013 -0.6802 -0.48 -0.93 0.19
C 4.3614 0.6120 -2.6379 -0.60 0.27 -0.09
H 5.0712 1.4113 -2.9066 -0.19 -0.29 0.12
H 4.7977 -0.3647 -2.9070 0.04 0.34 0.15
H 3.4521 0.7245 -3.2659 0.94 0.39 0.38
C 3.3514 -0.9333 2.0387 -0.05 0.19 -0.42
H 2.4559 -0.4247 2.4464 0.28 -0.37 -0.32
H 3.7542 -1.5977 2.8217 -0.10 0.21 -0.25
H 4.0981 -0.1393 1.8269 -0.45 -0.66 0.21
C 1.8567 -2.8020 1.0791 0.22 0.03 -0.30
H 0.9976 -2.3292 1.5981 0.58 -0.18 -0.48
H 1.4820 -3.3144 0.1480 0.38 0.59 0.84
H 2.2380 -3.6020 1.7566 -0.08 0.52 -0.43
C 4.2556 -2.5714 0.2550 0.23 -0.17 0.15
H 5.1486 -1.9186 0.1016 -0.78 -0.59 0.20
H 4.4813 -3.3115 1.0518 0.23 0.21 -0.55
H 4.0590 -3.1339 -0.7005 0.01 0.57 0.95
C -4.5116 -1.2465 1.8731 0.04 -0.18 -0.02
H -5.0888 -2.0975 2.2880 0.30 0.42 -0.14
H -3.6768 -1.0250 2.5636 -0.43 -0.06 -0.23
H -5.2015 -0.3793 1.8168 0.48 -0.54 0.03
C -3.3057 -3.0633 0.6088 -0.06 0.30 0.13
H -2.9343 -3.4222 -0.3623 -0.02 0.04 0.27
H -2.4774 -3.0256 1.3322 -0.17 -0.05 -0.29
H -4.0640 -3.7790 0.9874 0.40 0.32 -0.26
C -5.2318 -1.8404 -0.4534 -0.04 0.00 0.14
H -6.0098 -2.4209 0.0835 0.45 0.23 -0.25
H -5.6799 -0.8686 -0.7266 0.22 -0.61 0.08
H -4.9804 -2.3911 -1.3741 -0.19 0.13 0.39
C -2.4070 2.3190 -0.7760 0.21 -0.13 0.19
H -2.3009 2.0695 -1.8370 0.02 0.14 0.11
H -2.8043 3.3449 -0.6965 -0.08 -0.41 -0.04
H -1.4112 2.3221 -0.3137 -0.25 -0.04 -0.24
C -3.3120 1.7886 1.4686 0.05 -0.13 0.07
H -2.2767 1.8278 1.8360 -0.33 0.01 -0.10
H -3.7327 2.8114 1.5522 0.18 -0.50 -0.17
H -3.9003 1.1274 2.1217 0.26 0.40 -0.26
C -4.7872 1.4939 -0.5546 -0.24 0.28 0.06
H -4.8708 1.1759 -1.6086 -0.04 0.12 0.37
H -5.5151 0.9217 0.0505 0.40 0.31 -0.31
H -5.1038 2.5563 -0.5005 0.26 -0.50 -0.05
Pt -0.4613 -0.4314 -0.0052 -0.46 -0.60 -0.43
C -0.6267 -0.2016 1.8235 0.24 -0.75 2.89
O -0.9055 -0.1934 2.9551 0.30 0.12 -2.00
N 0.4637 1.0812 -1.2954 0.91 0.84 -1.74
C 1.0827 0.8524 -2.3705 0.82 -1.57 -0.80
C 1.0702 1.6104 -3.6800 -0.61 0.54 -0.10
C 0.9579 3.0133 -3.6260 0.06 0.21 -0.13
C 1.0267 0.9729 -4.9538 0.02 0.53 0.23
C 0.8617 3.7702 -4.8046 0.26 -0.07 0.33
H 0.9991 3.5330 -2.6549 -0.14 -0.42 -0.51
C 0.8600 1.7522 -6.1194 0.33 -0.49 0.48
H 1.1530 -0.1148 -5.0419 -0.26 0.57 0.08
C 0.8488 3.1480 -6.0427 0.02 -0.55 -0.14
H 0.8272 4.8595 -4.7843 0.05 -0.28 0.25
H 0.7655 1.2615 -7.0984 0.23 0.20 0.54
H 0.8913 3.7278 -6.9650 -0.32 -0.07 0.29
C 0.8843 4.4885 2.4829 0.09 0.20 0.14
S 1.0202 2.6954 2.6456 -0.37 -0.30 -0.42
C 0.2934 2.4922 4.2852 -0.08 0.14 -0.08
O 0.0596 2.0891 1.6447 0.66 0.95 0.66
H 1.0441 4.9355 3.4769 -0.03 -0.03 -0.46
H -0.1031 4.7575 2.0765 0.32 -0.21 0.22
H 1.6831 4.8048 1.7952 -0.37 -0.05 0.23
H -0.7674 2.7572 4.2575 0.13 -0.03 -0.03
H 0.4161 1.4469 4.5757 -0.05 0.15 -0.08
H 0.8363 3.1391 4.9785 -0.04 -0.12 -0.04